Entry 1:
C3H4OS | ωB97M-V/def2-TZVPD

Computed properties:
Energy above the lowest of the compared OMol25 structures with the same formula, charge and spin: 29.8 kcal per mole
Net charge: 0
Kohn-Sham gap: 0.3287 Ha
Total energy: -16056.8180 eV

The geometry in XYZ format:
```
9
Properties=species:S:1:pos:R:3:nbo_charge:R:1
S -1.2368 -0.0166 -0.1014 0.150
O 1.2133 -0.5327 -0.2742 -0.499
C 1.1869 0.7420 -0.0164 0.106
C -0.0479 1.2818 0.1366 -0.470
C 0.1810 -1.2511 0.2668 -0.133
H 0.0916 -2.2087 -0.3333 0.212
H 2.1392 1.2715 0.1465 0.206
H -0.3488 2.3253 0.3729 0.250
H 0.2812 -1.4977 1.3087 0.179
```

---

Entry 2:
C34H64BF6N6OPtS3Si4 | ωB97M-V/def2-TZVPD

Computed properties:
Net charge: -1
Spin multiplicity: 3
Kohn-Sham gap (spin up / spin down): 0.2110 / 0.2521 Ha
<S²>: 2.01
Total energy: -131539.5404 eV

The geometry in XYZ format:
```
120
Properties=species:S:1:pos:R:3:mulliken_spin:R:1
Pt 0.3224 -0.2341 -1.1590 1.400
S -0.3017 0.5050 4.0925 0.000
S -0.7961 -2.7691 -0.3580 0.020
S -0.5559 2.0288 -1.1804 0.110
Si 4.0045 1.2353 -2.2309 0.031
Si 2.9922 1.1614 1.2461 0.011
Si 3.5394 -2.1536 -0.4301 0.012
Si 2.6419 -0.0175 -0.7704 0.074
F 0.5046 -2.5892 -4.6506 -0.002
F 1.9376 -1.0904 -4.0523 -0.011
F 0.3890 1.3691 -5.8870 -0.001
F 0.9832 1.5578 -3.8180 0.005
F -1.0815 1.8643 -4.3829 0.000
F 1.2156 -1.1411 -6.0900 -0.001
O -0.6536 -0.6335 -3.0787 0.097
N -3.1829 -1.9998 -1.5381 -0.004
N -2.0576 -0.7334 2.4517 0.008
N -1.8039 1.4757 1.1988 -0.001
N -1.7764 3.6136 0.7314 -0.006
N -2.0930 -1.5622 4.4835 0.001
N -2.4097 -0.6363 -0.0141 0.027
C -2.1603 -1.8046 -0.6619 -0.009
C -2.6634 -2.9943 6.3978 0.000
C -2.7989 5.7617 0.1804 0.000
C -3.0186 -1.7291 2.4896 0.002
C 3.4264 3.0325 -2.1435 0.002
C 4.6333 2.1050 1.3899 0.018
C -3.5900 -0.1040 -0.4852 0.000
C -4.0775 -0.9429 -1.4166 0.014
C -2.4709 2.1285 2.2117 0.007
C -1.7710 -1.8566 5.9038 0.000
C -3.4388 -3.2075 -2.3702 0.005
C 3.3009 -3.2222 -1.9618 0.016
C 4.1377 0.7955 -4.0592 0.002
C 5.3861 -2.1363 -0.0185 0.029
C -0.3135 -2.3061 6.0147 0.000
C -1.4738 4.9966 0.2604 -0.013
C 0.0050 1.1037 -4.6139 0.025
C -3.0447 -2.2417 3.7293 -0.001
C -0.5383 5.6347 1.2902 0.003
C -0.3373 -0.3915 -4.3752 0.003
C 0.8474 -1.2932 -4.7942 -0.013
C 3.0007 0.0157 2.7394 0.009
C -2.1632 -3.7113 -3.0484 0.009
C 2.6970 -3.0639 0.9861 0.011
C 5.8135 1.1365 -1.6788 0.023
C 1.6607 2.4658 1.5240 -0.001
C -2.4630 3.4407 1.9324 0.007
C -1.5203 -0.7169 -5.3058 0.018
C -4.0219 -4.2840 -1.4553 -0.002
C -2.0475 -0.6207 6.7603 0.000
C -4.4446 -2.8377 -3.4630 0.000
C -1.4896 -0.6230 3.6847 0.001
C -1.3766 2.3833 0.2899 0.061
C -0.8107 5.0645 -1.1105 0.027
B -1.5529 -0.0522 1.1440 -0.040
H 5.4829 1.4203 1.4677 0.000
H 5.9859 -1.8216 -0.8755 -0.001
H 1.5804 3.1342 0.6611 0.001
H -0.9946 5.6715 2.2802 0.000
H -3.9723 0.8393 -0.1361 0.001
H -4.5480 -3.6888 -4.1359 0.000
H -1.7674 -1.7718 -5.2145 -0.002
H 5.7172 -3.1371 0.2775 0.002
H 2.0736 -0.5571 2.8053 -0.002
H -0.7120 6.1236 -1.3604 0.001
H -1.5400 -4.2806 -2.3668 0.001
H 6.3835 1.9573 -2.1268 -0.001
H -3.6492 -3.0335 4.1254 0.000
H -0.3666 -0.2747 0.9995 0.054
H 5.6032 -1.4518 0.8065 -0.003
H 2.9378 -2.6340 1.9592 -0.001
H -2.4527 -4.3506 -3.8860 0.000
H 3.7017 -4.2274 -1.7965 0.001
H -2.6054 6.7719 -0.1827 0.000
H 3.0776 0.6173 3.6511 0.001
H -2.4114 -3.1877 7.4406 0.000
H 3.7897 -2.7954 -2.8407 0.000
H -3.4786 5.2683 -0.5163 0.000
H -1.5626 -2.8774 -3.4078 -0.006
H -3.2943 5.8462 1.1472 0.000
H 4.5944 2.6899 2.3150 0.000
H 4.9315 1.4171 -4.4886 0.000
H 4.8302 2.7921 0.5657 0.000
H -1.3007 -0.4899 -6.3495 0.001
H 4.0866 3.6876 -2.7213 0.000
H -3.5947 -2.0065 1.6263 0.002
H -2.4963 -3.9154 5.8372 0.000
H 0.6892 1.9982 1.6959 -0.007
H -3.3017 -4.5318 -0.6733 0.002
H 3.0329 -4.1068 0.9809 0.000
H 6.2480 0.2003 -2.0397 0.003
H -1.8192 -0.8484 7.8039 0.000
H 1.6104 -3.0504 0.8772 -0.007
H -0.2977 6.6543 0.9841 0.000
H -1.4066 4.5777 -1.8801 -0.003
H 0.3865 5.0601 1.3627 -0.001
H -5.4366 -2.6195 -3.0648 0.000
H -0.0903 -2.5552 7.0547 0.000
H -2.8559 1.6017 3.0651 0.000
H 3.2211 0.9770 -4.6165 0.001
H 3.8478 -0.6740 2.7114 0.002
H 0.1778 4.6131 -1.1133 -0.011
H -3.1020 -0.3431 6.6893 0.000
H 2.4146 3.1161 -2.5511 0.000
H 5.9508 1.1724 -0.5981 -0.006
H -2.3723 -0.1251 -4.9760 0.000
H -4.9478 -3.9376 -0.9893 0.000
H -4.9567 -0.8518 -2.0230 0.002
H 3.3964 3.3982 -1.1145 -0.001
H -1.4380 0.2193 6.4361 0.000
H 1.9086 3.0547 2.4137 -0.001
H -2.8456 4.2664 2.5013 0.001
H 2.2347 -3.3082 -2.1887 -0.006
H -3.7219 -2.7321 6.3518 0.000
H 0.3614 -1.5214 5.6821 0.000
H -4.0915 -1.9835 -4.0413 0.000
H 4.4187 -0.2501 -4.2008 0.001
H -0.1478 -3.1936 5.4003 0.000
H -4.2361 -5.1879 -2.0294 0.000
```

---

Entry 3:
C44H96F3NO10P | ωB97M-V/def2-TZVPD

Computed properties:
Net charge: -1
Kohn-Sham gap: 0.2943 Ha
Total energy: -86591.2261 eV

The geometry in XYZ format:
```
155
Properties=species:S:1:pos:R:3:lowdin_charge:R:1
P 1.7327 0.2696 -1.1043 0.661
F -0.8772 -2.6674 -0.1476 0.163
F -0.9156 -4.7180 -0.7894 0.095
F -0.0888 -4.2117 1.1394 0.102
O 7.0247 -1.6102 0.7709 -0.158
O 0.7027 -1.5295 2.0812 -0.073
O 0.8101 -0.2094 0.2507 -0.183
O 1.2603 -1.1231 5.3816 -0.047
O 4.6860 3.8702 -12.1277 -0.160
O 0.7594 -1.0445 -2.1597 -0.185
O 4.7961 2.8277 -5.2246 -0.162
O 2.8497 -0.9977 -0.7389 -0.240
O 0.2130 6.1276 -0.8483 -0.166
O -7.8280 -6.3940 7.6079 -0.166
N -0.2813 -0.1666 -4.1392 0.085
C -5.2485 -3.4476 4.2996 -0.240
C -4.7859 0.8217 4.1686 -0.216
C 1.8273 2.7655 0.3890 -0.240
C -1.0468 6.2201 -1.4847 -0.282
C 1.2114 -3.6982 -0.7854 -0.056
C -1.8498 3.1125 2.9504 -0.222
C -6.4623 -3.1377 3.3935 -0.219
C -0.3545 3.3168 3.2132 -0.206
C 3.6008 2.1028 -4.9405 -0.266
C -5.5915 -3.6977 5.7832 -0.109
C 5.4138 2.5108 -6.4524 -0.293
C 7.6156 -4.0000 0.6352 -0.082
C 7.5765 -1.2335 -0.4814 -0.278
C -2.4973 2.0081 3.7916 -0.215
C 1.5682 -0.8803 1.1910 -0.393
C 6.6023 -1.3394 -1.6430 -0.072
C -1.0611 5.6751 -2.9031 -0.076
C -4.0280 2.0776 3.7102 -0.215
C -6.8452 -0.6556 3.7775 -0.214
C 2.5923 -1.7460 0.4160 -0.307
C 3.4118 4.2119 -14.2074 -0.084
C -9.2101 -6.4848 7.8926 -0.283
C 2.6777 1.6365 -0.2233 -0.269
C -6.1801 0.7060 3.5527 -0.225
C -7.2173 -8.6400 8.4106 -0.081
C 3.7838 0.6009 -4.8651 -0.080
C -0.8560 -1.4097 4.2553 -0.035
C 1.3498 -2.1488 3.1716 -0.148
C 1.0712 8.3327 -1.5227 -0.084
C 3.0067 2.4236 -11.0489 -0.082
C 0.2155 -0.5825 -3.1950 -0.568
C 3.5651 3.8199 -11.2593 -0.279
C 1.8296 2.8530 1.9298 -0.196
C 0.5399 -1.9767 4.4709 -0.374
C -0.1597 -3.7826 -0.1490 -0.604
C 0.5814 2.2403 2.6181 -0.191
C -6.4200 -1.7383 2.7684 -0.217
C 4.5430 2.7756 -7.6709 -0.091
C -9.5905 -5.9874 9.2776 -0.082
C 6.5458 -2.9392 0.8416 -0.289
C 4.4597 3.4152 -13.4473 -0.288
C 2.3569 -3.2349 0.1209 -0.098
C 1.2764 6.8271 -1.4606 -0.286
C -6.9702 -7.1410 8.4492 -0.282
H 6.3320 -2.3768 -1.8478 0.068
H -0.0700 4.2882 2.7979 0.096
H 4.0410 0.1622 -5.8326 0.066
H -0.4674 6.2873 -3.5843 0.064
H 1.4607 -3.2194 2.9665 0.112
H 8.4826 -1.8171 -0.6882 0.103
H 1.9788 8.8161 -1.8869 0.073
H 2.2357 2.4431 -10.2787 0.080
H 3.3838 3.8890 -15.2489 0.074
H 1.1648 -3.1131 -1.7014 0.113
H -10.6762 -5.9653 9.3790 0.074
H -7.3756 -3.2014 3.9950 0.098
H 5.1211 2.6283 -8.5853 0.071
H 1.4108 -4.7365 -1.0710 0.126
H -2.1521 1.0199 3.4743 0.091
H -9.5707 -7.5097 7.7437 0.107
H -4.9088 0.8747 5.2578 0.113
H 4.5737 0.3470 -4.1558 0.076
H -4.9960 -4.5171 6.1915 0.059
H -9.2036 -4.9803 9.4380 0.082
H -7.1975 -9.0015 7.3818 0.082
H 1.4598 -1.6208 6.1763 0.078
H 2.5591 2.0203 -11.9589 0.065
H -2.1924 2.1542 4.8345 0.117
H 2.4755 0.4544 -2.3082 0.020
H 0.9034 1.5552 3.4079 0.100
H -4.3083 2.2972 2.6733 0.110
H -6.0997 0.8829 2.4725 0.111
H 6.1240 -3.0394 1.8426 0.118
H 7.1968 -4.9895 0.8238 0.074
H 5.6803 -0.7942 -1.4327 0.077
H 2.3384 -1.7075 3.3383 0.133
H -7.9294 -0.5219 3.6992 0.106
H -8.1806 -8.9096 8.8468 0.065
H -2.3784 4.0459 3.1746 0.107
H 3.2645 2.4777 -3.9743 0.112
H -1.3179 -1.8133 3.3563 0.088
H 3.7968 1.7416 -10.7323 0.078
H 3.3130 2.0648 -1.0066 0.066
H 5.7572 1.4690 -6.4580 0.107
H -5.4167 -1.5137 2.3934 0.110
H 2.3076 -3.8068 1.0489 0.102
H 3.6841 2.1041 -7.7078 0.068
H 2.7768 4.4966 -11.6095 0.108
H -4.7356 -4.3273 3.9118 0.098
H -5.9662 -6.9235 8.0848 0.117
H 4.1674 3.8005 -7.6526 0.082
H 4.2013 2.3497 -13.4503 0.107
H 2.4124 4.0754 -13.7926 0.066
H 7.0518 -0.9332 -2.5503 0.075
H 3.9270 4.2184 -10.3120 0.105
H -4.5508 -2.6071 4.2364 0.088
H -6.6373 -1.0113 4.7925 0.104
H -9.6916 -5.8661 7.1350 0.118
H -1.4858 -1.6613 5.1146 0.079
H 8.0066 -3.9954 -0.3833 0.064
H 2.8546 0.1451 -4.5251 0.057
H -1.9928 2.8842 1.8890 0.116
H -1.7166 5.6296 -0.8592 0.117
H -6.4423 -9.1578 8.9768 0.075
H 2.1494 3.7224 -0.0314 0.088
H -6.8217 1.5011 3.9481 0.109
H -6.5435 -3.8913 2.6059 0.101
H 0.2570 8.6077 -2.1953 0.064
H 2.8221 2.3554 -5.6681 0.109
H 3.3612 1.2485 0.5380 0.072
H 1.8453 3.9147 2.1934 0.089
H -4.2035 -0.0839 3.9672 0.100
H 2.1645 -0.1368 1.7576 0.143
H 5.7208 -3.0835 0.1350 0.095
H 7.8903 -0.1977 -0.3509 0.116
H 3.5042 -1.7400 1.0377 0.139
H -7.0952 -1.7093 1.9074 0.106
H 3.2807 -3.5397 -0.3836 0.109
H 0.4445 -2.9645 4.9377 0.134
H -1.4163 7.2536 -1.4647 0.105
H 0.0224 1.6289 1.9018 0.101
H -9.1979 -6.6304 10.0669 0.065
H 0.7132 1.1632 -1.5225 0.043
H 2.1494 6.5990 -0.8486 0.117
H -0.6641 4.6597 -2.9247 0.086
H -0.7996 -0.3229 4.1966 0.058
H -5.4077 -2.8116 6.3946 0.063
H 2.7449 2.4030 2.3242 0.097
H -0.2107 3.3893 4.2981 0.106
H 5.4255 3.5090 -13.9449 0.116
H 8.4505 -3.8368 1.3188 0.078
H -4.3671 2.9071 4.3397 0.112
H -6.6401 -3.9773 5.9109 0.058
H 1.4779 6.4285 -2.4616 0.110
H 6.3051 3.1395 -6.4946 0.115
H -2.0836 5.6557 -3.2825 0.075
H 3.6484 5.2764 -14.1782 0.080
H 0.7825 2.6502 0.0723 0.089
H -7.0224 -6.7723 9.4806 0.108
H 0.8385 8.7255 -0.5317 0.079
```

---

Entry 4:
C3H3N3O | ωB97M-V/def2-TZVPD

Computed properties:
Energy above the lowest of the compared OMol25 structures with the same formula, charge and spin: 43.8 kcal per mole
Net charge: 0
Kohn-Sham gap: 0.3498 Ha
Total energy: -9675.5546 eV

The geometry in XYZ format:
```
10
Properties=species:S:1:pos:R:3:nbo_charge:R:1
O 1.9663 -0.3190 0.3499 -0.623
N -0.9751 1.4589 0.0507 -0.139
N -0.0029 -1.1056 -0.3247 -0.501
N -1.6576 0.3406 0.2738 -0.320
C 0.7376 -0.0664 -0.0203 0.532
C -1.2680 -0.8384 -0.0944 0.221
C 0.2937 1.2816 -0.1209 -0.093
H 2.0398 -1.2900 0.3814 0.501
H -2.0282 -1.6074 -0.1495 0.198
H 0.8943 2.1458 -0.3459 0.223
```